1.
ORCA calculation (the ωB97M-V functional and the def2-TZVPD basis) on 8 unconnected molecules or ions with the total composition C5H25NO7.

Positions of all 38 atoms, in Å:
C1 -1.97 -0.87 -2.73
C2 -2.57 0.04 -1.63
C3 -1.37 0.42 -0.78
C4 -1.09 0.15 0.50
N1 0.15 0.65 1.00
C5 0.42 0.59 2.44
H1 -2.54 -1.75 -3.01
H2 -1.82 -0.31 -3.65
H3 -0.90 -1.04 -2.56
H4 -3.30 -0.51 -1.04
H5 -3.08 0.96 -1.90
H6 -0.71 1.13 -1.26
H7 -1.58 -0.57 1.13
H8 1.02 0.49 0.50
H9 0.97 -0.34 2.69
H10 -0.42 0.41 3.09
H11 0.85 1.55 2.73
H12 0.70 2.28 -0.72
H13 2.06 2.61 -0.19
O1 1.62 2.37 -1.02
H14 0.77 -2.26 1.80
H15 1.80 -3.32 1.84
O2 1.23 -2.82 2.44
H16 -2.65 -2.73 -1.15
H17 -3.32 -3.34 0.07
O3 -2.67 -2.67 -0.19
H18 -0.95 3.34 0.48
H19 0.29 4.39 0.30
O4 -0.53 4.04 -0.03
H20 2.68 -0.69 -1.61
H21 2.17 0.85 -1.31
O5 2.03 -0.13 -1.16
H22 3.40 1.56 1.86
H23 2.80 0.36 0.86
O6 3.27 1.21 0.98
H24 0.51 -1.77 -0.59
H25 -0.70 -2.32 -0.06
O7 0.24 -2.56 -0.08

Values from the calculation:
**Frontier orbital gap**: 8.456 eV
**SMILES**: CC/C=C/NC.O.O.O.O.O.O.O
**Molecular weight**: 211.25 g/mol

2.
ORCA calculation (the ωB97M-V functional and the def2-TZVPD basis) on 7 unconnected molecules or ions with the total composition C5H25NO7.

Positions of all 38 atoms, in Å:
C1 -0.26 1.09 1.81
N1 0.18 0.45 0.61
C2 -0.67 -0.78 0.39
C3 -1.56 -0.55 -0.98
C4 -1.56 -1.96 -1.79
O1 -2.87 -0.32 -0.51
C5 0.88 2.02 2.31
H1 -1.18 1.66 1.71
H2 -0.30 0.50 2.74
H3 1.16 0.21 0.59
H4 -1.42 -1.03 1.13
H5 -0.07 -1.75 0.16
H6 -1.37 0.17 -1.74
H7 -1.86 -2.73 -1.18
H8 -0.55 -2.07 -2.24
H9 -2.18 -1.99 -2.71
H10 -3.65 -0.72 -0.80
H11 1.82 1.41 2.29
H12 0.93 2.92 1.52
H13 0.65 2.34 3.32
H14 0.85 1.65 -1.63
H15 -0.17 2.29 -2.55
O2 0.56 1.85 -2.49
H16 3.53 0.93 -2.36
H17 4.01 1.01 -0.93
O3 4.01 0.44 -1.74
H18 4.18 0.11 1.19
H19 3.04 -0.91 1.93
O4 3.19 -0.36 1.03
H20 -2.78 1.52 -0.63
H21 -1.39 2.11 -0.62
O5 -2.33 2.46 -0.65
H22 2.50 -3.48 -1.67
H23 2.56 -2.25 -0.90
O6 2.09 -3.22 -0.76
H24 -2.93 -0.34 2.60
H25 -2.33 -1.63 2.33
O7 -2.81 -1.10 3.08

Values from the calculation:
**Frontier orbital gap**: 9.178 eV
**SMILES**: CCNC[C@@H](C)O.O.O.O.O.O.O
**Molecular weight**: 211.25 g/mol

What should be chosen as the least stable of them? Choose 2.

1.
ORCA calculation (the ωB97M-V functional and the def2-TZVPD basis) on 2 unconnected molecules or ions with the total composition C5H13NO.

Positions of all 20 atoms, in Å:
C1 -0.18 -1.59 0.98
C2 -1.69 -1.38 0.74
C3 0.46 -0.38 1.60
O1 1.47 0.13 1.12
N1 -0.14 0.13 2.70
H1 -0.10 -2.48 1.61
H2 0.33 -1.84 0.05
H3 -2.29 -1.49 1.65
H4 0.31 0.87 3.22
H5 -1.08 -0.13 2.95
H6 -2.10 -2.01 -0.04
H7 -1.91 -0.38 0.37
C4 0.90 2.03 -1.90
C5 0.77 0.55 -2.32
H8 1.14 2.59 -2.81
H9 0.00 2.46 -1.46
H10 1.78 2.26 -1.30
H11 1.76 0.12 -2.47
H12 0.20 0.55 -3.20
H13 0.36 -0.02 -1.49

Values from the calculation:
**<S²>**: 0.75
**Charge**: -1
**2S+1**: 2
**Frontier orbital gap (alpha / beta)**: 2.739 / 9.820 eV
**Molecular weight**: 103.16 g/mol

2.
ORCA calculation (the ωB97M-V functional and the def2-TZVPD basis) on 2 unconnected molecules or ions with the total composition C5H13NO.

Positions of all 20 atoms, in Å:
C1 2.44 0.17 -1.26
N1 1.56 -0.59 -0.34
C2 0.18 -0.33 -0.39
C3 -0.69 -1.15 0.27
C4 -2.20 -1.16 0.05
C5 -0.24 1.03 -0.87
H1 2.47 1.22 -0.98
H2 1.98 0.11 -2.25
H3 3.39 -0.34 -1.24
H4 1.78 -1.55 -0.25
H5 -0.33 -1.95 0.90
H6 -2.51 -1.99 -0.58
H7 -2.62 -0.18 -0.15
H8 -2.60 -1.36 1.06
H9 0.13 1.36 -1.83
H10 -1.33 1.03 -0.95
H11 0.07 1.74 -0.09
H12 -0.30 1.33 2.80
H13 -1.01 0.80 1.64
O1 -0.95 1.60 2.16

Values from the calculation:
**<S²>**: 0.75
**Charge**: -1
**2S+1**: 2
**Frontier orbital gap (alpha / beta)**: 2.692 / 7.966 eV
**Molecular weight**: 103.16 g/mol

What should be chosen as the least stable of them? Choose 2.

1.
ORCA calculation (the ωB97M-V functional and the def2-TZVPD basis) on 3 unconnected molecules or ions with the total composition C4H14N2OS.

Positions of all 22 atoms, in Å:
N1 -3.05 0.12 -0.59
C1 -1.62 0.36 -0.50
C2 -0.92 -0.53 -1.56
C3 0.64 -0.59 -1.44
S1 1.53 0.63 -0.39
C4 -1.16 -0.10 0.92
N2 -1.10 0.96 1.81
H1 -3.51 1.02 -0.50
H2 -3.37 -0.24 -1.48
H3 -1.40 1.41 -0.59
H4 -1.23 -0.30 -2.57
H5 -1.32 -1.52 -1.33
H6 0.98 -0.52 -2.48
H7 0.96 -1.59 -1.17
H8 0.58 -1.03 1.12
H9 0.02 -0.49 0.71
H10 -1.76 -0.96 1.24
H11 -0.24 1.44 1.53
H12 -1.31 0.90 2.79
H13 2.94 -0.76 0.98
H14 3.81 -0.63 2.19
O1 3.38 -1.31 1.66

Values from the calculation:
**Frontier orbital gap**: 6.362 eV
**Molecular weight**: 138.24 g/mol

2.
ORCA calculation (the ωB97M-V functional and the def2-TZVPD basis) on 2 unconnected molecules or ions with the total composition C4H14N2OS.

Positions of all 22 atoms, in Å:
C1 1.98 0.68 0.53
C2 0.87 -0.17 -0.11
C3 1.02 -0.42 -1.59
S1 2.54 -1.34 -2.03
N1 -0.50 0.38 0.12
C4 -0.92 0.43 1.53
N2 -2.36 0.42 1.70
H1 1.57 1.65 0.81
H2 2.36 0.18 1.42
H3 2.81 0.85 -0.14
H4 0.78 -1.13 0.39
H5 0.23 -1.04 -2.00
H6 0.98 0.49 -2.18
H7 3.41 -0.33 -1.93
H8 -0.60 1.31 -0.29
H9 -0.56 -0.49 1.99
H10 -0.57 1.33 2.03
H11 -2.79 1.28 1.39
H12 -2.76 -0.33 1.13
H13 -2.26 -0.53 -1.14
H14 -2.33 -1.99 -0.76
O1 -2.90 -1.22 -0.89

Values from the calculation:
**Frontier orbital gap**: 9.948 eV
**SMILES**: C[C@H](CS)NCN.O
**Molecular weight**: 138.24 g/mol

3.
ORCA calculation (the ωB97M-V functional and the def2-TZVPD basis) on 3 unconnected molecules or ions with the total composition C4H14N2OS.

Positions of all 22 atoms, in Å:
C1 -0.72 -2.03 1.04
N1 -1.53 -0.88 0.66
C2 -0.79 0.31 0.26
C3 -0.44 0.13 -1.20
S1 -0.34 1.48 -2.30
C4 0.37 0.72 1.16
N2 1.07 2.00 0.96
H1 -1.47 -2.80 1.31
H2 0.00 -1.89 1.85
H3 -0.10 -2.45 0.22
H4 -2.25 -0.61 1.32
H5 -1.52 1.13 0.24
H6 -1.41 -0.55 -1.60
H7 0.38 -0.56 -1.43
H8 -2.14 -0.86 -1.96
H9 -0.11 0.79 2.15
H10 1.18 -0.04 1.25
H11 0.50 2.73 0.54
H12 1.94 1.91 0.46
H13 2.73 -0.22 -1.82
H14 1.95 1.07 -1.75
O1 2.72 0.62 -1.36

Values from the calculation:
**Frontier orbital gap**: 6.851 eV
**Molecular weight**: 138.24 g/mol

What should be chosen as the least stable of them? Choose 1.

1.
ORCA calculation (the ωB97M-V functional and the def2-TZVPD basis) on 2 unconnected molecules or ions with the total composition C4H8NO3.

Positions of all 16 atoms, in Å:
C1 1.84 1.02 2.62
C2 1.50 0.53 1.23
O1 1.75 -0.59 0.86
N1 0.87 1.44 0.39
H1 2.31 2.00 2.60
H2 2.52 0.28 3.04
H3 0.58 1.10 -0.50
H4 1.14 2.40 0.52
H5 0.97 1.04 3.28
C3 -2.32 -1.85 -2.18
C4 -1.45 -0.62 -1.81
O2 -0.25 -0.79 -1.66
O3 -2.08 0.49 -1.70
H6 -2.05 -2.57 -1.41
H7 -1.94 -2.22 -3.12
H8 -3.39 -1.66 -2.16

Values from the calculation:
**<S²>**: 0.75
**2S+1**: 2
**Frontier orbital gap (alpha / beta)**: 10.206 / 6.033 eV
**Molecular weight**: 118.11 g/mol

2.
ORCA calculation (the ωB97M-V functional and the def2-TZVPD basis) on 2 unconnected molecules or ions with the total composition C4H8NO3.

Positions of all 16 atoms, in Å:
C1 -1.42 1.68 -2.66
C2 -0.53 0.66 -1.96
O1 -0.52 0.48 -0.76
O2 0.21 0.01 -2.80
H1 -0.87 2.59 -2.85
H2 -2.15 2.09 -1.95
H3 -1.97 1.23 -3.47
C3 -0.63 -1.48 2.05
C4 0.60 -0.65 2.13
O3 1.10 -0.38 3.23
N1 1.37 -0.41 1.04
H4 2.24 0.05 1.24
H5 0.98 -0.40 0.10
H6 -0.66 -2.45 2.54
H7 -0.89 -1.65 1.00
H8 -1.45 -0.85 2.45

Values from the calculation:
**<S²>**: 0.75
**2S+1**: 2
**Frontier orbital gap (alpha / beta)**: 9.618 / 5.350 eV
**Molecular weight**: 118.11 g/mol

What should be chosen as the least stable of them? Choose 2.

1.
ORCA calculation (the ωB97M-V functional and the def2-TZVPD basis) on 2 unconnected molecules or ions with the total composition C4H8NO3.

Positions of all 16 atoms, in Å:
C1 0.08 -0.50 3.27
C2 0.55 -0.83 1.84
O1 0.16 -0.01 0.91
O2 1.23 -1.79 1.54
H1 0.50 -1.23 3.96
H2 -1.01 -0.52 3.35
H3 0.53 0.49 3.55
C3 -1.05 -0.42 -1.43
C4 -0.46 0.80 -2.06
O3 -0.05 0.76 -3.19
N1 -0.22 1.89 -1.21
H4 0.00 2.76 -1.63
H5 -0.23 1.71 -0.17
H6 -1.84 -0.84 -2.08
H7 -1.53 -0.25 -0.49
H8 -0.27 -1.17 -1.22

Values from the calculation:
**<S²>**: 0.76
**2S+1**: 2
**Frontier orbital gap (alpha / beta)**: 10.099 / 5.834 eV
**Molecular weight**: 118.11 g/mol

2.
ORCA calculation (the ωB97M-V functional and the def2-TZVPD basis) on 2 unconnected molecules or ions with the total composition C4H8NO3.

Positions of all 16 atoms, in Å:
C1 -1.77 1.20 -2.21
C2 -0.28 1.70 -2.03
O1 0.41 0.63 -2.00
O2 -0.03 2.87 -1.95
H1 -2.30 2.08 -2.56
H2 -2.13 0.85 -1.25
H3 -1.84 0.39 -2.95
C3 1.26 -1.22 0.84
C4 0.51 -1.47 2.11
O3 0.65 -0.80 3.11
N1 -0.36 -2.53 2.07
H4 -1.04 -2.51 2.82
H5 -0.80 -2.79 1.20
H6 0.61 -0.56 0.26
H7 1.42 -2.08 0.19
H8 2.23 -0.77 1.01

Values from the calculation:
**<S²>**: 0.76
**2S+1**: 2
**Frontier orbital gap (alpha / beta)**: 10.352 / 6.567 eV
**Molecular weight**: 118.11 g/mol

What should be chosen as the least stable of them? Choose 1.

1.
ORCA calculation (the ωB97M-V functional and the def2-TZVPD basis) on 2 unconnected molecules or ions with the total composition C3H6FNOS.

Positions of all 13 atoms, in Å:
C1 0.19 1.93 -2.03
C2 0.95 -0.86 1.23
C3 -1.16 -0.78 0.41
N1 0.05 -0.03 0.63
O1 0.18 2.60 -2.98
F1 -0.69 2.16 -1.01
S1 1.18 0.58 -1.67
H1 1.86 -0.62 0.86
H2 1.07 -0.61 2.30
H3 0.68 -1.88 1.09
H4 -1.87 -0.43 1.22
H5 -1.55 -0.30 -0.47
H6 -0.87 -1.77 0.43

Values from the calculation:
**Frontier orbital gap (alpha / beta)**: 9.059 / 7.451 eV
**Molecular weight**: 123.15 g/mol

2.
ORCA calculation (the ωB97M-V functional and the def2-TZVPD basis) on C3H6FNOS in the gas phase.

Positions of all 13 atoms, in Å:
C1 2.05 1.38 0.87
C2 -0.96 -1.24 0.68
C3 -0.65 0.15 -1.31
N1 -0.30 -0.13 0.05
O1 3.06 1.85 1.18
F1 0.85 2.02 1.24
S1 1.83 -0.16 0.03
H1 -0.78 -2.29 0.28
H2 -0.94 -1.33 1.76
H3 -2.01 -0.96 0.29
H4 -0.11 -0.53 -1.87
H5 -1.77 0.05 -1.56
H6 -0.29 1.20 -1.65

Values from the calculation:
**Frontier orbital gap**: 8.652 eV
**SMILES**: CN(C)SC(=O)F
**Molecular weight**: 123.15 g/mol

What should be chosen as the least stable of them? Choose 1.